{"formula": "C39H100N2O19Si", "method": "ωB97M-V with the def2-TZVPD basis set", "symbols": ["C", "C", "C", "O", "C", "C", "N", "C", "O", "C", "C", "C", "O", "C", "O", "C", "C", "C", "C", "N", "C", "C", "C", "C", "C", "C", "C", "Si", "C", "C", "C", "H", "H", "H", "H", "H", "H", "H", "H", "H", "H", "H", "H", "H", "H", "H", "H", "H", "H", "H", "H", "H", "H", "H", "H", "H", "H", "H", "H", "H", "H", "H", "H", "H", "H", "H", "H", "H", "H", "H", "H", "C", "O", "H", "H", "H", "H", "C", "O", "H", "H", "H", "H", "C", "O", "H", "H", "H", "H", "C", "O", "H", "H", "H", "H", "C", "O", "H", "H", "H", "H", "C", "O", "H", "H", "H", "H", "C", "O", "H", "H", "H", "H", "C", "O", "H", "H", "H", "H", "C", "O", "H", "H", "H", "H", "C", "O", "H", "H", "H", "H", "C", "O", "H", "H", "H", "H", "C", "O", "H", "H", "H", "H", "C", "O", "H", "H", "H", "H", "C", "O", "H", "H", "H", "H", "C", "O", "H", "H", "H", "H"], "xyz": [[4.02003, 1.79434, -4.02438], [2.55865, 2.31732, -4.43731], [1.50632, 1.52176, -3.47447], [0.26144, 1.20827, -4.13398], [-0.14412, -0.17565, -3.98263], [-1.54276, -0.21284, -3.21058], [-2.66857, -0.38848, -4.22804], [-3.84275, -0.64976, -3.34621], [-4.97858, -0.78806, -3.86319], [-3.38483, -0.77002, -1.77842], [-4.45377, -1.69681, -1.03667], [-5.93579, -1.02227, -0.90567], [-6.27421, -0.70264, 0.50086], [-6.73400, -1.92970, 1.04748], [-7.78845, -2.01754, 1.71201], [-3.56869, 0.63559, -1.03284], [-3.86426, 1.94407, -1.85847], [-4.05464, 3.29978, -1.10080], [-3.94018, 3.21619, 0.44310], [-3.72096, 2.05784, 1.23649], [-3.55005, 0.85360, 0.50911], [-1.87742, -1.33943, -2.07652], [-1.99123, -2.87316, -2.52992], [-1.15511, -3.22396, -3.89375], [-1.50171, -3.99497, -1.49542], [-2.51941, -4.38382, -0.31734], [-2.30491, -5.99196, -0.07131], [-0.57233, -0.84711, -0.71910], [1.17295, -1.64968, -1.02121], [-0.28311, 1.02156, -0.52260], [-1.06440, -1.50720, 1.05136], [4.25975, 2.10821, -2.93652], [4.81361, 2.22740, -4.71901], [4.02152, 0.63724, -3.99695], [2.52453, 3.44126, -4.16276], [2.30587, 2.21744, -5.54337], [2.03667, 0.64962, -2.96906], [1.25117, 2.28999, -2.64565], [0.66473, -0.88140, -3.60660], [-0.37314, -0.53618, -5.06229], [-1.67584, 0.88628, -2.93853], [-2.80598, 0.56630, -4.60310], [-4.08746, -1.83406, 0.04781], [-4.67172, -2.69973, -1.55578], [-6.73112, -1.80931, -1.20831], [-6.10030, -0.14791, -1.61353], [-6.12922, -2.87110, 0.81607], [-3.92796, 1.98346, -2.99187], [-4.24595, 4.28153, -1.64653], [-4.05314, 4.21542, 1.00679], [-3.38983, -0.09660, 1.13946], [-3.06150, -3.19738, -2.83675], [-0.03172, -3.03113, -3.70716], [-1.50556, -2.61440, -4.79080], [-1.28065, -4.33185, -4.18802], [-1.44694, -4.96038, -2.13907], [-0.41135, -3.88094, -1.13140], [-2.29598, -3.91333, 0.69553], [-3.62295, -4.28096, -0.57247], [-2.37212, -6.22856, 1.05759], [-3.18315, -6.55536, -0.56976], [-1.30609, -6.36310, -0.47640], [1.10310, -2.28792, -1.98343], [1.95752, -0.82225, -1.17510], [1.49783, -2.34639, -0.17504], [-1.02776, 1.71226, -1.03150], [0.82709, 1.23903, -0.81228], [-0.33701, 1.28002, 0.60540], [-0.83539, -0.68510, 1.81846], [-0.39535, -2.40290, 1.32252], [-2.15376, -1.83222, 1.11998], [-0.46520, 5.00476, 0.78962], [-0.61649, 3.85616, -0.03424], [0.58825, 5.28307, 0.81788], [-1.04708, 5.83282, 0.37568], [-0.80670, 4.77740, 1.80152], [-1.55757, 3.63256, -0.04091], [-0.08852, 8.21317, 2.50569], [1.02524, 7.45799, 2.05401], [-0.91804, 8.06608, 1.81380], [-0.38274, 7.87296, 3.50165], [0.17483, 9.27334, 2.53519], [1.74292, 7.60670, 2.68359], [1.08959, -5.92735, 2.46816], [0.09148, -5.56542, 1.52222], [1.51664, -6.88737, 2.18102], [1.87736, -5.17038, 2.47823], [0.64056, -6.01368, 3.46061], [-0.26872, -4.71334, 1.80038], [3.49700, 1.44638, 1.09088], [2.49588, 1.81760, 0.15044], [3.91807, 0.48419, 0.79551], [4.28746, 2.19826, 1.10235], [3.05328, 1.35691, 2.08370], [2.14074, 2.67014, 0.43516], [2.57899, 10.27771, 4.97828], [2.31689, 8.88460, 5.08024], [1.64424, 10.82202, 5.11301], [3.28680, 10.57751, 5.75489], [2.99004, 10.50470, 3.99137], [3.15834, 8.42699, 4.95781], [-6.63715, -6.03769, 1.59475], [-7.63324, -5.66688, 0.65525], [-6.22095, -7.00349, 1.30733], [-5.84030, -5.28849, 1.60057], [-7.08301, -6.11774, 2.58933], [-7.98294, -4.80984, 0.93546], [0.92092, 8.34972, -1.34220], [0.33853, 9.62359, -1.09355], [1.07513, 7.84042, -0.39070], [0.24900, 7.75480, -1.96664], [1.88278, 8.47745, -1.84404], [0.21308, 10.05188, -1.94927], [4.87600, -4.55495, 1.93615], [4.61997, -5.87948, 2.37958], [4.13604, -3.88538, 2.37620], [5.87611, -4.24894, 2.25431], [4.80073, -4.51235, 0.84700], [5.28791, -6.44900, 1.97552], [-6.98375, -3.66334, -4.83006], [-5.60905, -3.61806, -4.48408], [-7.19045, -4.61151, -5.32738], [-7.59481, -3.58890, -3.92653], [-7.22030, -2.84012, -5.50931], [-5.45316, -2.76953, -4.04605], [-3.50898, 6.24974, 4.01137], [-2.33130, 5.72592, 3.41526], [-4.34497, 6.10328, 3.32689], [-3.71323, 5.72526, 4.94805], [-3.38175, 7.31861, 4.20254], [-1.60860, 5.86796, 4.03970], [4.40793, 7.51122, -4.12031], [4.17642, 7.65107, -2.72625], [4.27373, 6.46498, -4.39576], [3.69499, 8.12549, -4.67640], [5.42958, 7.81893, -4.35750], [4.30138, 8.58359, -2.50934], [5.82926, 1.83763, 4.35108], [4.82880, 2.21275, 3.41468], [6.24735, 0.87610, 4.05251], [6.62332, 2.58851, 4.36363], [5.38734, 1.74580, 5.34648], [4.47566, 3.06478, 3.70120], [6.91561, -4.56154, -1.77083], [6.97597, -5.57820, -0.78055], [6.17869, -3.81770, -1.46691], [7.89315, -4.08275, -1.86809], [6.61643, -4.99610, -2.72788], [7.63335, -6.22201, -1.07275], [6.76818, -4.18530, 5.41104], [6.84425, -5.58619, 5.19922], [7.15235, -3.95799, 6.40576], [7.37332, -3.66708, 4.66220], [5.72676, -3.85974, 5.34227], [6.49820, -5.76023, 4.31368], [1.18157, -10.43828, 2.87331], [0.59395, -9.16882, 3.11478], [1.33766, -10.94086, 3.82806], [0.51458, -11.04170, 2.25224], [2.14407, -10.30996, 2.37111], [0.46674, -8.74608, 2.25598]], "forces_ev_per_angstrom": [[-0.4, -0.1, 0.3], [0.1, -0.1, 1.3], [0.6, 2.5, 0.5], [1.1, -1.6, 0.8], [-0.9, -0.7, -1.6], [0.3, -0.3, -1.5], [-1.2, 0.6, 3.0], [-1.2, 0.3, -2.2], [3.2, 0.3, 2.3], [-1.5, -0.3, -0.4], [-0.9, 0.1, 0.4], [-0.1, -1.2, -0.9], [-0.5, -2.4, -0.3], [-2.9, 0.6, 1.5], [4.0, 0.5, -2.2], [-0.5, 4.6, 0.4], [0.3, 0.6, 3.9], [1.0, -4.3, 1.9], [-0.1, -0.6, -2.0], [-0.1, -0.2, -4.8], [-0.2, 0.3, -1.8], [-0.6, 1.9, 0.1], [0.7, -1.4, -1.6], [0.3, 0.3, 0.1], [-0.6, -0.7, -0.3], [0.9, -2.0, 0.4], [-1.1, 0.1, 0.5], [0.5, -0.5, 1.5], [0.3, -0.4, -1.0], [0.6, 0.7, 0.4], [0.1, -0.3, 0.5], [-0.4, -0.3, -1.8], [-0.9, -0.8, 1.0], [0.2, 1.8, -0.4], [-0.1, -1.8, -0.6], [0.4, -0.2, 1.5], [-0.9, 0.8, -0.9], [0.4, -1.4, -1.1], [-0.9, 1.3, -0.1], [0.3, 0.4, 1.7], [0.5, -1.7, 0.9], [-0.3, -0.9, -0.5], [-0.5, -0.2, -1.8], [0.9, 1.5, 0.8], [1.4, 1.2, 0.1], [0.3, -0.9, 1.5], [-0.4, 1.3, 0.1], [0.1, -0.3, 1.6], [0.3, -1.6, 0.9], [0.2, -1.9, -0.8], [-0.3, 1.9, -0.9], [1.5, 0.9, 0.7], [-1.7, -0.4, -0.4], [0.5, -0.6, 1.3], [0.1, 1.7, 0.7], [-0.2, 1.6, 1.0], [-1.8, 0.2, -0.3], [-0.4, -0.2, -1.6], [1.6, 0.3, 0.2], [0.2, 0.3, -1.9], [1.5, 0.8, 0.6], [-1.4, 0.5, 0.7], [0.4, 0.9, 1.5], [-1.1, -1.3, 0.3], [-0.5, 1.0, -1.1], [1.2, -0.9, 0.5], [-2.4, -0.2, 0.4], [0.0, -0.5, -1.8], [-0.5, -1.2, -1.0], [-1.1, 1.2, -0.4], [1.5, 0.4, 0.1], [-0.1, -0.2, 0.0], [0.0, 0.1, -0.1], [-0.1, 0.0, -0.1], [0.1, 0.2, 0.2], [0.0, 0.3, 0.0], [0.2, -0.1, 0.0], [0.2, 0.1, 0.1], [0.3, -0.1, 0.0], [0.1, -0.1, 0.0], [-0.2, 0.2, 0.0], [-0.2, 0.0, 0.1], [-0.2, 0.0, -0.1], [-0.1, 0.4, 0.1], [0.0, 0.1, -0.1], [0.0, 0.2, 0.0], [0.2, -0.2, 0.1], [0.2, -0.1, 0.1], [0.0, -0.2, -0.1], [-0.2, 0.3, -0.1], [0.3, 0.1, -0.1], [-0.1, 0.1, -0.1], [0.1, -0.2, 0.1], [0.2, -0.1, 0.0], [-0.1, -0.2, -0.2], [0.2, -0.1, -0.1], [0.0, -0.3, -0.1], [0.1, -0.2, 0.0], [0.0, 0.2, -0.1], [0.0, 0.2, 0.0], [-0.2, 0.1, 0.1], [-0.2, 0.2, 0.0], [-0.1, 0.2, -0.1], [-0.1, 0.1, -0.1], [0.2, -0.1, 0.2], [0.2, -0.1, 0.1], [0.0, -0.2, -0.1], [0.0, 0.1, -0.2], [-0.1, 0.3, 0.0], [-0.1, 0.1, 0.0], [0.1, -0.2, 0.0], [0.0, -0.3, 0.0], [0.0, -0.1, 0.3], [0.1, -0.2, -0.2], [0.1, -0.2, 0.2], [0.0, -0.1, 0.0], [0.0, 0.3, -0.1], [0.1, 0.2, 0.0], [-0.2, 0.1, 0.0], [0.2, 0.2, 0.1], [0.2, -0.1, 0.2], [0.1, 0.1, 0.1], [-0.2, 0.0, -0.1], [-0.2, -0.1, 0.0], [0.0, 0.0, -0.3], [0.2, 0.0, 0.2], [0.1, 0.0, 0.0], [0.1, 0.0, 0.0], [-0.2, 0.1, 0.0], [-0.2, 0.0, 0.1], [-0.1, -0.1, -0.2], [0.0, 0.2, 0.1], [0.0, 0.1, 0.2], [0.0, 0.1, 0.1], [0.1, -0.1, -0.2], [0.0, -0.1, -0.2], [0.0, -0.3, 0.0], [-0.1, 0.3, 0.1], [0.1, 0.1, 0.3], [-0.1, 0.1, -0.1], [0.1, -0.1, 0.1], [0.2, -0.1, 0.1], [0.0, -0.2, -0.1], [0.2, -0.2, -0.1], [0.0, -0.2, 0.2], [0.1, -0.1, 0.0], [-0.1, 0.2, -0.1], [0.0, 0.2, -0.1], [-0.2, 0.1, 0.1], [-0.1, -0.2, -0.3], [0.1, -0.1, -0.1], [0.0, -0.1, -0.1], [0.0, 0.2, 0.1], [0.1, 0.2, 0.1], [-0.1, -0.1, 0.3], [-0.1, 0.2, -0.2], [0.0, 0.1, 0.0], [-0.1, 0.1, -0.1], [0.1, -0.2, 0.0], [0.1, -0.2, 0.0], [-0.1, 0.0, 0.3]], "mulliken_charge": [-0.94, -0.37, 0.59, -0.53, -1.21, -0.63, -0.24, -0.13, -0.74, 0.26, -0.18, -0.79, -0.39, 0.47, -0.52, 0.16, -0.22, -0.43, -0.57, -0.59, 0.19, 2.60, 0.78, -1.33, -1.19, 0.65, -1.17, 0.08, -0.83, 0.52, -0.61, 0.20, 0.34, 0.26, 0.19, 0.27, -0.23, -0.04, 0.36, 0.31, 0.58, 0.42, 0.13, 0.27, 0.34, 0.36, 0.09, 0.25, 0.31, 0.24, 0.25, -0.13, 0.19, 0.30, 0.47, 0.63, 0.00, -0.04, -0.07, 0.25, 0.36, 0.28, 0.16, 0.11, 0.42, -0.26, -0.75, 0.60, 0.31, -0.09, 0.03, -0.60, -0.35, 0.21, 0.25, 0.30, 0.07, -0.61, -0.41, 0.29, 0.21, 0.34, 0.21, -0.30, -0.34, 0.10, -0.04, 0.35, 0.17, -0.80, -0.18, 0.27, 0.30, 0.31, 0.07, -0.57, -0.49, 0.22, 0.30, 0.26, 0.29, -0.37, -0.51, 0.24, 0.08, 0.27, 0.30, -0.02, -0.53, 0.02, 0.24, 0.02, 0.29, -0.56, -0.50, 0.26, 0.29, 0.20, 0.29, -0.72, -0.50, 0.24, 0.24, 0.26, 0.33, -0.65, -0.38, 0.21, 0.30, 0.27, 0.24, -0.49, -0.49, 0.14, 0.27, 0.26, 0.28, -0.55, -0.41, 0.22, 0.24, 0.25, 0.25, -0.48, -0.47, 0.16, 0.27, 0.27, 0.28, -0.53, -0.52, 0.27, 0.23, 0.23, 0.32, -0.53, -0.45, 0.22, 0.25, 0.24, 0.26], "energy_ev": -91810.04682, "total_charge": 0, "gap_ev": 9.037, "spin_multiplicity": 1}